[1]
ORCA calculation (the ωB97M-V functional and the def2-TZVPD basis) on a gas-phase ion, C3H8N3S (charge +1) in a non-equilibrium geometry.

Charge: +1
F_max (eV/A): 3.91
LUMO level (eV): -4.10
SMILES string: C[C@H]1N=N[C@@H]([NH3+])S1

XYZ file:
```
15
Properties=species:S:1:pos:R:3:lowdin_charge:R:1
S -1.071 -0.760 1.218 0.892
N 1.422 -0.684 0.100 0.068
N 0.798 1.241 1.386 0.231
N 0.758 -0.980 -0.842 -0.007
C -1.082 -0.022 -1.808 -0.079
C 0.635 -0.287 1.358 -0.591
C -0.613 -1.070 -0.784 -0.460
H -1.150 -2.033 -0.855 0.122
H 1.746 1.325 1.316 0.114
H 0.567 1.535 2.289 0.143
H 1.071 -0.724 2.215 0.096
H 0.327 1.645 0.558 0.172
H -2.189 -0.127 -2.087 0.118
H -0.283 -0.135 -2.563 0.088
H -0.936 1.076 -1.502 0.092
```

=====

[2]
ORCA calculation (the ωB97M-V functional and the def2-TZVPD basis) on 3 unconnected molecules or ions with the total composition C3H10N2O in a non-equilibrium geometry.

F_max (eV/A): 8.68
LUMO level (eV): -3.83

XYZ file:
```
16
Properties=species:S:1:pos:R:3:lowdin_charge:R:1
O -1.008 -0.684 -0.934 -0.006
N 1.817 -1.250 1.074 -0.061
N -3.335 -0.381 -0.361 0.059
C 1.985 1.289 -0.422 0.059
C 0.639 1.119 -0.640 -0.103
C -0.080 -0.007 0.042 -0.160
H 2.561 0.361 0.037 0.081
H 2.755 -1.671 0.968 0.017
H 1.582 -1.464 2.034 -0.014
H -3.846 -0.516 -1.163 -0.056
H 2.423 2.262 -0.468 0.048
H 0.071 1.761 -1.288 0.104
H -3.689 0.089 0.407 -0.049
H -1.998 -0.506 -0.755 -0.089
H -0.504 0.353 0.980 0.149
H 0.628 -0.755 0.489 0.022
```

=====

[3]
ORCA calculation (the ωB97M-V functional and the def2-TZVPD basis) on a molecular structure, C18H22Cl25INO5P2 in a non-equilibrium geometry.

Charge: -1
F_max (eV/A): 8.39
LUMO level (eV): 1.36

XYZ file:
```
74
Properties=species:S:1:pos:R:3:lowdin_charge:R:1
I -0.568 4.649 0.597 0.619
Cl -7.757 -3.640 -1.978 0.508
Cl -2.702 1.085 -5.630 0.513
Cl -4.554 0.138 6.025 0.504
Cl -1.739 -5.827 3.220 0.526
Cl 0.075 -0.966 8.509 0.453
Cl 1.168 -3.105 10.152 0.503
Cl -5.333 1.287 -6.857 0.507
Cl 0.349 0.376 2.691 0.212
Cl -4.496 -5.143 2.587 0.475
Cl -4.314 3.473 -5.229 0.466
Cl -2.312 -3.636 1.393 0.556
Cl -2.862 -1.102 4.008 0.493
Cl 2.015 -0.356 10.590 0.506
Cl -5.550 -3.924 -0.104 0.481
Cl -8.172 -4.993 0.564 0.505
Cl 2.853 -1.771 8.190 0.527
Cl -2.804 -6.383 0.570 0.511
Cl -1.797 -0.546 6.658 0.451
Cl -2.370 1.645 4.831 0.511
Cl -2.229 4.998 -3.576 0.510
Cl -7.747 -2.115 0.499 0.512
Cl -3.066 6.414 -1.176 0.458
Cl -3.140 2.931 -7.835 0.509
Cl -5.006 5.803 -3.256 0.492
Cl -3.913 3.665 -1.613 0.510
P -0.139 0.764 0.645 0.679
P 0.950 -1.745 -0.724 0.898
O -1.601 -0.097 0.235 -0.438
O 3.225 -0.951 1.088 -0.178
O 4.722 0.513 -1.882 -0.108
O 6.728 -0.638 -2.855 -0.066
O 3.083 1.476 1.263 -0.270
N 1.620 0.919 -1.662 -0.171
C 6.638 1.425 0.347 -0.133
C 0.379 1.480 -2.314 -0.235
C 1.366 0.121 -0.422 -0.618
C 6.890 -0.027 -0.377 -0.144
C 0.441 -2.623 0.907 -0.388
C 6.085 -0.070 -1.806 -0.249
C 2.369 0.216 -2.752 -0.192
C 0.914 3.760 -0.817 -0.558
C -2.838 -5.247 1.942 -1.983
C 1.528 -1.549 9.360 -1.991
C -3.872 2.194 -6.388 -1.995
C 0.035 3.042 -1.981 -0.318
C 2.610 0.183 0.700 -0.513
C 3.771 -0.520 -2.352 -0.164
C -7.306 -3.668 -0.255 -2.002
C -0.372 -1.977 -2.077 -0.343
C -3.554 5.220 -2.405 -1.989
C -2.896 0.034 5.380 -1.984
H 0.188 3.687 -2.975 0.085
H 6.396 -0.857 0.317 0.132
H -0.331 -1.215 -2.964 0.027
H 8.053 -0.240 -0.529 0.123
H -1.124 3.170 -1.726 0.013
H 3.693 -1.348 -1.529 0.108
H 7.676 1.903 0.657 0.071
H 1.570 3.064 -0.148 0.030
H 4.188 -1.022 -3.352 0.140
H 2.686 1.053 -3.544 0.148
H -2.338 0.380 0.736 0.060
H -0.594 0.801 -2.176 0.108
H 1.558 4.689 -1.181 0.066
H 0.232 -3.778 0.705 0.033
H -0.557 -2.204 1.379 -0.067
H 0.559 1.444 -3.495 0.121
H 1.258 -2.530 1.766 0.065
H -0.196 -3.054 -2.561 0.052
H 1.705 -0.546 -3.358 0.109
H -1.447 -2.036 -1.578 0.036
H 5.942 1.280 1.303 0.091
H 6.082 2.166 -0.377 0.084
```